Molecular formula: C4H9N4
Method: DFT, wB97M-V/def2-TZVPD

Last column: natural (NBO) charge in e.
Geometry (Å):
C (2.464939, -1.653729, 0.225356)  0.09
C (3.291709, 0.462958, 0.608729)  0.36
C (-1.171613, -0.106755, 1.113466)  -0.62
C (-0.206481, 0.547458, 0.036219)  0.14
N (3.427948, -0.740591, 0.568644)  -0.32
N (1.326201, -1.178520, -0.058858)  -0.20
N (1.125458, 0.139516, -0.008118)  -0.44
N (-0.818233, 0.174507, -1.366556)  -0.73
H (2.908138, -2.607122, 0.138919)  0.23
H (3.681374, 1.344822, 1.027454)  0.25
H (-0.887751, -1.161648, 1.228906)  0.25
H (-2.184802, -0.037456, 0.565544)  0.19
H (-1.092268, 0.615410, 1.901838)  0.25
H (-0.365447, 1.584571, -0.084935)  0.21
H (-0.010781, -0.110690, -1.956999)  0.46
H (-1.536864, -0.600695, -1.145691)  0.45
H (-1.288343, 0.916021, -1.827709)  0.43

Cartesian forces, eV/Å:
C 1.1 0.0 -0.2
C -1.1 -3.4 0.0
C -0.1 1.0 -3.5
C -1.3 -1.7 -0.6
N 0.4 3.8 0.2
N -2.1 0.9 -0.2
N 3.0 -0.6 1.1
N -0.5 -3.0 0.4
H -0.8 -1.3 -0.2
H 0.0 1.2 0.0
H -0.1 0.6 0.6
H 1.1 -0.1 1.6
H -0.4 -0.5 1.1
H 0.7 1.4 1.1
H -0.9 -0.3 0.3
H 1.7 1.2 -1.2
H -0.7 1.0 -0.4

Results
- ΔE to the lowest compared entry with this formula, charge and spin (eV) = 4.5369
- HOMO-LUMO gap (Ha) = 0.3226
- net charge = +1